1.
# H26N4O21S4

A cluster of 13 separate species, H26N4O21S4 in total in a non-equilibrium geometry (the ωB97M-V functional and the def2-TZVPD basis, OMol25).

- calculated total energy (a.u.) = -3407.31946
- max |F| (Eh/bohr) = 0.0657
- E_LUMO (eV) = 7.678
- Kohn-Sham gap (eV) = 4.684
- total charge = -4

Last column: Löwdin charge in e.
Element x y z (Å)
O -0.25461 11.03412 -10.28915  -0.448
H -2.91916 13.53832 -6.13037  0.121
O -5.11854 12.29935 -12.02101  -0.081
H -5.09142 15.81262 -7.67116  -0.020
O 0.05094 10.77944 -12.69914  -0.487
H -5.46997 15.82747 -9.28861  -0.014
O -1.49400 16.97905 -10.95164  -0.048
H -5.09317 13.26688 -12.04741  -0.038
H -3.17092 17.33306 -8.24416  0.071
O -3.65545 11.48841 -8.44357  -0.439
H -3.51342 12.09777 -7.10778  0.025
N -2.15850 14.08790 -13.48600  0.247
O -5.03171 16.69620 -10.69068  -0.406
O -4.65450 9.75721 -9.80678  -0.379
N -2.46513 13.73287 -9.45423  0.267
O -3.73758 14.72211 -11.50643  -0.420
H 0.00797 16.74343 -6.70420  0.007
H -3.49150 18.84145 -8.74712  0.130
H -2.80233 14.37179 -12.67277  0.049
O -3.82405 16.39596 -6.68507  -0.465
H -2.65423 13.65717 -14.25127  0.124
O -5.89201 10.59540 -7.86319  -0.456
O -6.03793 14.98685 -12.10212  -0.361
O -5.79380 15.58352 -8.35890  -0.158
H -4.09901 17.44281 -9.68191  0.045
H -1.48260 13.46922 -9.53957  0.081
O -0.78896 16.78220 -7.23633  -0.112
H -1.74052 14.98595 -13.71737  0.102
O -3.72275 16.37232 -4.27534  -0.453
O -0.33310 12.99013 -11.72157  -0.508
O -2.47169 18.06751 -5.48483  -0.465
H -2.58836 14.26059 -8.59657  0.096
H -0.94155 16.33480 -10.48108  0.066
H -4.31625 12.81875 -5.77043  0.133
H -1.24211 16.89707 -11.87433  0.046
H 0.04004 11.79215 -6.90268  0.032
H 0.80728 13.02155 -7.36975  0.023
O -4.45016 16.49952 -13.03105  -0.414
H -2.94270 14.21255 -10.26948  0.054
H -2.85541 12.11191 -5.49201  0.117
H -2.94548 12.76398 -9.31831  0.109
S -4.58355 10.27957 -8.46367  0.227
S -4.81445 15.73886 -11.82683  0.333
O -4.92107 18.13249 -5.39601  -0.442
O -0.02689 12.55750 -7.48078  -0.044
H -6.03030 12.08579 -11.80863  0.022
O -2.11116 11.36369 -11.77688  -0.401
S -3.73334 17.25594 -5.45290  0.227
H -1.41221 17.34223 -6.70952  -0.029
N -3.36911 17.89810 -9.08830  0.273
H -2.53636 17.78694 -9.68149  0.073
N -3.40225 12.62951 -6.17521  0.272
O -3.95001 9.22231 -7.59255  -0.506
S -0.65904 11.51964 -11.63343  0.162
H -1.35125 13.56424 -13.05292  0.060

***

2.
# C3H7NO3S

A cluster of 2 separate species, C3H7NO3S in total in a non-equilibrium geometry (the ωB97M-V functional and the def2-TZVPD basis, OMol25).

- calculated total energy (a.u.) = -797.20226
- max |F| (Eh/bohr) = 0.0301
- E_LUMO (eV) = 6.073
- Kohn-Sham gap (eV) = 5.869
- total charge = -2

Last column: Löwdin charge in e.
Element x y z (Å)
O -2.77971 -1.75058 -0.20890  -0.125
C 0.83303 0.95588 0.11252  -0.331
H 1.73611 1.56782 0.01442  0.071
H 1.47509 -0.12605 -1.56540  0.096
H 1.73003 -0.85831 0.87100  0.022
S 1.75363 0.66017 2.75796  -0.054
O -0.57961 -0.67959 -2.81404  -0.132
H 0.07169 -0.51716 1.41695  0.028
H -0.02113 1.60389 0.27168  0.092
C -0.59558 0.01712 -1.76034  -0.812
H -2.84191 -1.37573 -1.10351  0.013
O -1.62416 0.46166 -1.17921  -0.114
H -2.09172 -1.14954 0.11880  0.005
N 0.65588 0.33868 -1.21991  0.009
C 1.05290 -0.07643 1.21461  -0.770

***

3.
# C2HCl2O3S

A cluster of 2 separate species, C2HCl2O3S in total in a non-equilibrium geometry (the ωB97M-V functional and the def2-TZVPD basis, OMol25).

- calculated total energy (a.u.) = -1621.04128
- max |F| (Eh/bohr) = 0.0958
- E_LUMO (eV) = 2.407
- Kohn-Sham gap (eV) = 6.691
- total charge = -1

Last column: Löwdin charge in e.
Element x y z (Å)
Cl 4.80610 0.28870 0.36479  -0.682
C 0.57180 -0.66933 -0.37703  -0.628
Cl -0.87953 -1.00659 -0.97355  0.913
O -2.32542 1.54201 -0.90180  -0.287
C 1.70030 -0.71090 0.04661  0.084
S -2.13885 0.58106 0.14041  0.371
O -3.10570 -0.48652 0.30104  -0.362
H 2.64949 -0.39543 0.22632  -0.171
O -1.27820 0.85701 1.17322  -0.239